C32H49BrN6O2Si3V as an isolated structure. Source: OMol25; level of theory: ωB97M-V/def2-TZVPD.

Last column: Löwdin charge in e.
Element x y z (Å)
V  -1.03781  -1.35304  0.16951  0.98
Br  5.30677  2.29878  -0.69724  0.78
C  4.19205  3.25177  0.50377  -0.68
C  3.10021  3.94637  0.00564  -0.12
C  2.26845  4.61946  0.88609  -0.02
C  2.54051  4.59277  2.24743  -0.26
C  3.67051  3.95510  2.73050  -0.02
C  4.49411  3.26184  1.85489  -0.10
N  1.67389  5.30915  3.15877  0.12
N  0.58775  4.80946  3.46844  0.10
C  0.24662  3.51392  2.94606  -0.20
C  -0.59688  3.39117  1.88007  0.00
C  -0.85045  2.12125  1.33221  0.01
C  -0.28850  1.00614  1.88970  -0.23
O  -0.42221  -0.20767  1.27066  -0.19
C  0.51794  1.08922  3.05721  -0.15
N  1.03332  -0.04782  3.57993  0.11
C  1.77854  0.05553  4.65038  -0.09
C  2.06067  1.27776  5.29915  -0.01
C  1.55940  2.42958  4.77318  0.01
C  0.76819  2.36557  3.59979  -0.08
H  2.90800  3.97411  -1.05825  0.11
H  1.41899  5.17933  0.51698  0.12
H  3.90793  3.99491  3.78562  0.12
H  5.37211  2.74910  2.22230  0.11
H  -1.02086  4.27481  1.42240  0.13
H  -1.44980  2.03008  0.43678  0.11
H  2.18351  -0.87041  5.04598  0.12
H  2.66267  1.28272  6.19657  0.12
H  1.74545  3.38614  5.24353  0.13
C  -3.03990  -2.62654  -2.08739  -0.04
O  -1.77227  -2.46618  -1.43460  -0.41
Si  -0.22905  -2.78944  -2.15371  0.41
C  -0.04252  -1.80556  -3.71682  -0.13
C  -0.21467  -4.58070  -2.61070  -0.13
C  0.58783  -2.11501  -0.60952  -0.46
Si  2.15174  -1.01403  -0.82898  0.45
C  3.23814  -1.83036  -2.10590  -0.14
C  3.08276  -0.80083  0.76355  -0.14
C  1.64536  0.69793  -1.41390  -0.15
Si  0.69371  -3.53413  0.74284  0.48
C  1.57896  -5.00979  0.01255  -0.14
C  1.44149  -3.08897  2.37475  -0.17
C  -1.13259  -3.94609  1.13703  -0.16
H  -2.98968  -2.23723  -3.10428  0.10
H  -3.79530  -2.07919  -1.52980  0.08
H  -3.29996  -3.68367  -2.11034  0.11
H  -0.96124  -1.86505  -4.30702  0.05
H  0.74053  -2.26246  -4.32614  0.06
H  0.20974  -0.75659  -3.58429  0.01
H  -0.94411  -4.70951  -3.41716  0.06
H  -0.48276  -5.25678  -1.80060  0.04
H  0.75157  -4.89161  -3.01109  0.06
H  3.51687  -2.84311  -1.80480  0.04
H  4.16505  -1.26134  -2.21209  0.05
H  2.77660  -1.88092  -3.09380  0.03
H  3.64620  -1.69340  1.03858  0.04
H  2.44758  -0.52085  1.60461  0.02
H  3.80764  0.00249  0.59792  0.01
H  1.24233  0.72684  -2.42938  0.02
H  2.56161  1.29606  -1.43275  0.01
H  0.96474  1.20304  -0.72057  0.03
H  1.97428  -4.83339  -0.98574  0.03
H  0.94451  -5.89624  -0.02287  0.05
H  2.42366  -5.23830  0.66509  0.05
H  2.52805  -3.04162  2.33037  0.04
H  1.18141  -3.90255  3.05986  0.06
H  1.07049  -2.15217  2.79249  0.01
H  -1.66345  -4.42167  0.31290  0.04
H  -1.79391  -3.16256  1.55124  0.04
H  -1.07854  -4.66136  1.96308  0.07
C  -2.76409  2.63960  -3.38123  -0.14
C  -1.70021  1.56933  -3.51629  -0.15
N  -1.65658  0.77996  -2.28552  0.11
C  -2.70158  0.61328  -1.45622  -0.35
N  -2.50295  -0.13816  -0.37059  -0.07
C  -3.53171  -0.24197  0.67857  -0.19
C  -4.56044  0.86919  0.57113  -0.13
C  -5.02736  0.95651  -0.86701  -0.11
N  -3.87303  1.19041  -1.73676  -0.01
C  -4.06608  1.99280  -2.95231  -0.11
H  -2.90601  3.15370  -4.33026  0.13
H  -2.45591  3.38056  -2.64067  0.13
H  -0.71427  2.00689  -3.66562  0.13
H  -1.91052  0.91837  -4.36840  0.13
H  -0.75239  0.53063  -1.91502  0.08
H  -3.03416  -0.19315  1.65436  0.12
H  -4.03930  -1.21219  0.61257  0.12
H  -4.12020  1.82178  0.87205  0.13
H  -5.39916  0.66348  1.23419  0.14
H  -5.71226  1.79086  -1.00331  0.13
H  -5.55387  0.04627  -1.17041  0.14
H  -4.81566  2.74887  -2.72543  0.13
H  -4.46631  1.35868  -3.74847  0.14

Properties
Highest occupied orbital energy (spin up / spin down) in Eh: -0.472 / -0.472
Total energy in eV: -166367.6939
ΔE to the lowest compared entry with this formula, charge and spin in kcal per mole: 39.63
Net charge: +2
Multiplicity: 2
Kohn-Sham gap (spin up / spin down) in eV: 5.817 / 6.471